A molecular structure, C20H24AsF6N4OS5Se2V, computed with wB97M-V/def2-TZVPD.

Calculated values
net charge	-2
frontier orbital gap (spin up / spin down)	0.185 / 0.185	Ha
highest occupied orbital energy (spin up / spin down)	-1.39 / -1.40	eV
multiplicity	3
E_tot	-316827.967	eV
largest force on an atom	0.160	hartree/bohr
LUMO energy (spin up / spin down)	3.63 / 3.63	eV

```
64
C20H24AsF6N4OS5Se2V | OMol25 | wB97M-V/def2-TZVPD
V 0.000 0.000 0.000
S -0.167 1.734 1.686
C -0.279 2.760 0.399
S -0.165 2.095 -1.107
C -0.475 4.227 0.588
C 0.658 5.068 0.613
N 1.563 5.796 0.641
C -1.786 4.725 0.737
N -2.848 5.178 0.862
C 3.850 1.924 -1.261
Se 2.245 1.072 -0.528
C 2.628 1.487 1.275
C 2.766 0.231 2.138
Se 1.152 -0.636 2.108
C 1.768 -2.282 1.278
H 3.862 3.011 -1.035
H 3.875 1.824 -2.367
H 4.730 1.379 -0.865
H 1.858 2.179 1.675
H 3.588 2.037 1.326
H 3.013 0.518 3.180
H 3.573 -0.415 1.740
H 2.533 -2.746 1.933
H 2.214 -2.019 0.298
H 0.948 -3.017 1.130
C -3.267 -0.573 1.032
C -3.676 -0.851 -0.392
C -2.437 -0.442 -1.157
O -1.823 0.620 -0.413
C -2.442 0.686 0.879
H -2.637 -1.391 1.403
H -4.110 -0.452 1.717
H -4.517 -0.204 -0.669
H -3.967 -1.889 -0.573
H -2.662 -0.100 -2.172
H -1.718 -1.266 -1.218
H -3.074 1.579 0.901
H -1.674 0.782 1.652
S -4.545 -2.878 6.023
C -3.453 -2.792 4.755
S -3.112 -1.221 4.030
C -2.056 -2.014 2.913
N -1.934 -3.291 3.042
N -2.709 -3.771 4.088
C -2.608 -5.191 4.285
C -3.239 -5.898 5.316
C -3.100 -7.289 5.450
C -2.318 -8.010 4.557
C -1.672 -7.340 3.528
C -1.817 -5.954 3.399
S -1.176 -1.256 1.668
H -3.853 -5.414 6.061
H -3.607 -7.801 6.264
H -2.210 -9.085 4.663
H -1.052 -7.882 2.818
H -1.293 -5.467 2.576
F 0.126 -0.044 -1.920
As 0.245 -0.087 -3.732
F -1.568 -0.108 -3.852
F 0.263 -1.903 -3.688
F 0.365 -0.129 -5.545
F 2.058 -0.066 -3.613
F 0.227 1.729 -3.776
H 0.875 -1.510 -0.159
```

Here is what Löwdin gives for the atomic charges, in e:
1 V 0.070
2 S 0.768
3 C -1.015
4 S 0.890
5 C -0.390
6 C -0.312
7 N 0.053
8 C -0.313
9 N 0.053
10 C -0.351
11 Se 0.936
12 C -0.597
13 C -0.571
14 Se 0.801
15 C -0.441
16 H 0.035
17 H 0.023
18 H 0.019
19 H -0.012
20 H 0.077
21 H 0.075
22 H 0.075
23 H 0.023
24 H 0.002
25 H 0.029
26 C -0.339
27 C -0.128
28 C -0.185
29 O -0.424
30 C -0.369
31 H -0.117
32 H 0.098
33 H 0.117
34 H 0.121
35 H 0.115
36 H 0.112
37 H 0.150
38 H -0.090
39 S 0.508
40 C -1.036
41 S 1.045
42 C -0.905
43 N 0.020
44 N -0.116
45 C -0.164
46 C -0.044
47 C -0.096
48 C -0.124
49 C -0.095
50 C -0.020
51 S 0.640
52 H 0.035
53 H 0.096
54 H 0.091
55 H 0.098
56 H 0.102
57 F -0.547
58 As 1.007
59 F -0.281
60 F -0.284
61 F -0.304
62 F -0.288
63 F -0.320
64 H -0.008

=====

2 unconnected molecules or ions with the total composition C9H14, computed with wB97M-V/def2-TZVPD.

Calculated values
net charge	0
frontier orbital gap	0.355	Ha
highest occupied orbital energy	-8.70	eV
multiplicity	1
energy relative to the best compared isomer or geometry (same formula, charge and spin)	59.5	kcal per mole
E_tot	-9557.603	eV
SMILES	Cc1ccccc1.CC
largest force on an atom	0.109	hartree/bohr
LUMO energy	0.95	eV

```
23
C9H14 | OMol25 | wB97M-V/def2-TZVPD
C 0.423 1.554 -0.375
C 3.201 -0.555 -2.026
C 3.022 -1.686 -1.153
C 2.463 0.537 -1.617
C 1.391 0.375 -0.733
C 2.039 -1.877 -0.182
C 1.192 -0.836 0.017
H 3.766 -0.706 -3.002
H 3.511 -2.694 -1.459
H 2.510 1.435 -2.286
H 1.955 -2.640 0.658
H 0.862 1.938 0.669
H -0.536 1.164 -0.191
H 0.357 -0.816 0.671
H 0.356 2.311 -1.048
C -3.557 -0.249 1.891
C -3.077 0.943 1.137
H -2.552 -0.789 2.197
H -4.247 0.015 2.651
H -4.224 -0.957 1.363
H -3.266 1.917 1.776
H -3.617 0.947 0.202
H -1.972 0.669 0.842
```

Here is what Löwdin gives for the atomic charges, in e:
1 C -0.034
2 C -0.086
3 C -0.117
4 C -0.092
5 C -0.232
6 C -0.124
7 C -0.076
8 H 0.124
9 H 0.117
10 H 0.120
11 H 0.130
12 H 0.137
13 H 0.003
14 H 0.089
15 H 0.027
16 C -0.216
17 C -0.196
18 H 0.102
19 H 0.038
20 H 0.065
21 H 0.111
22 H 0.049
23 H 0.060

=====

A gas-phase ion, C5H13N3 (charge +2), computed with wB97M-V/def2-TZVPD.

Calculated values
net charge	+2
frontier orbital gap (spin up / spin down)	0.313 / 0.313	Ha
highest occupied orbital energy (spin up / spin down)	-17.71 / -17.72	eV
multiplicity	1
energy relative to the best compared isomer or geometry (same formula, charge and spin)	71.0	kcal per mole
E_tot	-9845.327	eV
largest force on an atom	0.132	hartree/bohr
LUMO energy (spin up / spin down)	-9.20 / -9.20	eV

```
21
C5H13N3 | OMol25 | wB97M-V/def2-TZVPD
C 0.837 0.805 0.282
C -1.087 -0.989 0.599
C 0.083 -1.346 -0.345
C -1.546 0.456 0.569
C 2.626 -0.754 -0.076
N 1.184 -0.382 -0.026
N 1.397 1.957 0.197
N -2.559 0.710 -0.490
H -2.003 -1.754 0.363
H -0.819 -1.060 1.554
H 0.503 -2.280 -0.068
H -0.278 -1.144 -1.453
H -1.704 0.880 1.447
H 2.534 -1.683 -0.689
H 3.149 0.016 -0.534
H 2.980 -0.965 0.945
H 1.045 2.780 0.703
H 2.123 2.242 -0.467
H -2.644 1.722 -0.811
H -3.552 0.431 -0.271
H -2.268 0.356 -1.427
```

Here is what Löwdin gives for the atomic charges, in e:
1 C -0.078
2 C -0.166
3 C -0.068
4 C -0.007
5 C 0.078
6 N -0.097
7 N 0.223
8 N 0.192
9 H 0.204
10 H 0.075
11 H 0.125
12 H 0.179
13 H 0.073
14 H 0.129
15 H 0.075
16 H 0.133
17 H 0.162
18 H 0.166
19 H 0.207
20 H 0.212
21 H 0.182

=====

C24H16N2O4 in the gas phase, computed with wB97M-V/def2-TZVPD.

Calculated values
net charge	0
frontier orbital gap	0.310	Ha
highest occupied orbital energy	-8.52	eV
multiplicity	1
energy relative to the best compared isomer or geometry (same formula, charge and spin)	71.3	kcal per mole
E_tot	-36315.470	eV
SMILES	O=C1NC(=O)[C@@](c2ccccc2)(c2ccc(-c3ccc4ccccc4c3)[nH]c2=O)O1
largest force on an atom	0.107	hartree/bohr
LUMO energy	-0.09	eV

```
46
C24H16N2O4 | OMol25 | wB97M-V/def2-TZVPD
O 3.743 4.197 -2.399
O 1.695 -0.129 1.763
O 2.745 3.343 1.633
O 3.453 2.115 -1.455
C 3.681 3.546 -1.440
C 0.987 0.252 0.872
C 3.151 2.929 0.611
C -0.646 0.476 -1.489
C 0.796 1.000 -1.464
C -1.087 -0.081 -0.273
C 1.550 0.966 -0.275
C 6.137 -1.345 0.594
C 5.069 -1.591 -0.337
C 6.290 -0.044 1.144
C 4.105 -0.652 -0.628
C 5.198 0.906 0.854
C -7.270 -1.975 0.528
C -2.599 -2.120 -0.122
C -7.292 -0.631 0.558
C -2.477 -0.672 -0.224
C 4.169 0.647 -0.026
C -6.144 -2.714 0.503
C -3.800 -2.825 0.132
C -6.120 0.041 0.210
C -3.726 0.021 -0.157
C -4.929 -2.054 0.269
C -4.948 -0.653 0.082
N 3.457 4.002 -0.247
N -0.325 -0.104 0.847
C 3.022 1.648 -0.206
H -1.151 0.595 -2.459
H 1.222 1.305 -2.434
H 6.810 -2.157 0.958
H 4.795 -2.640 -0.643
H 6.997 0.220 1.986
H 3.419 -0.893 -1.365
H 5.319 1.827 1.325
H -8.194 -2.535 0.505
H -1.683 -2.700 -0.308
H -8.259 -0.260 0.635
H -6.392 -3.790 0.495
H -3.714 -3.856 0.010
H -6.121 1.067 -0.003
H -3.743 1.128 -0.124
H 3.380 4.953 -0.010
H -0.568 -0.763 1.575
```

Here is what Löwdin gives for the atomic charges, in e:
1 O 0.179
2 O 0.101
3 O 0.161
4 O 0.052
5 C -0.524
6 C -0.455
7 C -0.339
8 C 0.024
9 C 0.049
10 C -0.216
11 C -0.001
12 C -0.086
13 C -0.082
14 C -0.041
15 C -0.023
16 C -0.011
17 C -0.125
18 C -0.009
19 C -0.057
20 C -0.134
21 C -0.132
22 C -0.029
23 C -0.015
24 C -0.015
25 C 0.051
26 C -0.187
27 C -0.184
28 N 0.235
29 N 0.185
30 C -0.236
31 H 0.109
32 H 0.119
33 H 0.103
34 H 0.118
35 H 0.114
36 H 0.093
37 H 0.085
38 H 0.111
39 H 0.113
40 H 0.090
41 H 0.130
42 H 0.098
43 H 0.102
44 H 0.131
45 H 0.172
46 H 0.174